Molecular formula: C42H45FN3O11
Method: DFT, ωB97M-V/def2-TZVPD

Structure (XYZ):
```
102
Properties=species:S:1:pos:R:3:mulliken_charge:R:1
C 0.59 4.76 -3.02 -0.71
C -0.23 4.32 -4.21 0.32
O -1.04 5.02 -4.72 -0.53
N 0.03 2.99 -4.77 0.00
C 1.34 2.96 -5.43 -0.92
C -0.16 1.94 -3.81 1.32
C -0.24 0.55 -4.42 -1.45
N -0.60 -0.29 -3.22 -0.20
C 0.50 -1.02 -2.44 -0.30
C 1.74 -1.37 -3.24 -1.14
C 2.78 -0.26 -3.44 -0.51
C 3.19 0.47 -2.16 -0.48
N 3.43 -0.47 -1.06 -0.51
C -1.52 0.64 -2.36 1.53
C -2.84 -0.01 -2.04 -1.41
F -0.84 0.84 -1.17 -0.06
C -1.51 1.98 -3.09 -1.69
H 1.39 5.41 -3.38 0.41
H 1.05 3.94 -2.46 0.15
H -0.03 5.36 -2.36 0.26
H 2.17 2.94 -4.71 0.31
H 1.43 3.84 -6.06 0.44
H 1.41 2.08 -6.08 0.30
H 0.61 1.92 -3.02 -0.54
H 0.58 0.16 -5.00 0.58
H -1.14 0.52 -5.05 0.36
H -1.20 -1.04 -3.56 0.67
H 0.74 -0.45 -1.55 0.17
H 0.03 -1.94 -2.10 0.62
H 2.22 -2.16 -2.65 0.19
H 1.46 -1.82 -4.19 0.62
H 2.44 0.47 -4.18 -0.07
H 3.67 -0.73 -3.86 0.61
H 4.12 1.00 -2.37 0.59
H 2.46 1.24 -1.89 -0.10
H 4.32 -0.29 -0.61 0.27
H 2.73 -0.39 -0.33 0.14
H -3.06 0.28 -1.01 0.10
H -3.63 0.34 -2.71 0.45
H -2.79 -1.10 -2.08 0.45
H -1.57 2.77 -2.34 0.42
H -2.33 2.05 -3.79 0.44
C -0.93 5.87 1.61 -0.50
C -2.24 5.71 1.78 -0.46
C -2.94 4.48 1.33 0.00
O -4.14 4.34 1.46 -0.53
C -2.12 3.42 0.68 0.02
C -0.81 3.57 0.53 0.00
C -0.12 4.81 0.96 -0.09
O 1.07 4.94 0.78 -0.61
H -0.40 6.75 1.94 0.59
H -2.86 6.46 2.25 0.45
H -2.65 2.52 0.37 0.58
H -0.18 2.82 0.06 0.51
C -3.71 -1.33 2.99 -0.42
C -3.21 -2.37 3.66 -0.44
C -1.89 -2.94 3.32 0.32
O -1.44 -3.90 3.92 -0.57
C -1.12 -2.32 2.21 -0.54
C -1.62 -1.28 1.54 -0.42
C -2.95 -0.72 1.87 0.36
O -3.41 0.21 1.23 -0.54
H -4.67 -0.89 3.21 0.46
H -3.75 -2.84 4.48 0.46
H -0.16 -2.76 1.98 0.50
H -1.09 -0.81 0.72 0.72
C -2.88 -6.84 4.09 -0.26
C -3.24 -7.44 5.22 -0.42
C -4.26 -8.51 5.25 0.36
O -4.59 -9.05 6.28 -0.53
C -4.88 -8.90 3.95 -0.35
C -4.53 -8.30 2.81 -0.37
C -3.51 -7.22 2.80 0.44
O -3.19 -6.67 1.76 -0.57
H -2.14 -6.06 4.04 0.44
H -2.80 -7.18 6.18 0.44
H -5.62 -9.68 3.99 0.41
H -4.97 -8.56 1.86 0.41
C 2.97 -6.46 0.21 -0.40
C 2.19 -5.38 0.26 -0.39
C 1.70 -4.74 -0.98 0.45
O 0.99 -3.75 -0.93 -0.42
C 2.11 -5.33 -2.28 -0.23
C 2.89 -6.41 -2.33 -0.43
C 3.39 -7.06 -1.08 0.24
O 4.10 -8.03 -1.13 -0.51
H 3.34 -6.95 1.10 0.44
H 1.87 -4.93 1.19 0.41
H 1.73 -4.85 -3.17 0.43
H 3.20 -6.86 -3.26 0.42
C 3.02 6.28 3.11 -0.27
C 4.17 5.89 3.66 -0.43
C 4.72 6.58 4.86 0.32
O 5.77 6.22 5.35 -0.53
C 3.95 7.72 5.42 -0.41
C 2.80 8.10 4.87 -0.37
C 2.25 7.41 3.68 0.41
O 1.20 7.77 3.19 -0.53
H 2.58 5.79 2.25 0.57
H 4.75 5.07 3.28 0.43
H 4.38 8.20 6.29 0.40
H 2.22 8.93 5.26 0.43
```

Summary:
HOMO level   -11.61 eV
Charge   +1
HOMO-LUMO gap   0.286 Ha


Molecular formula: C5H8O
Method: DFT, ωB97M-V/def2-TZVPD

Structure (XYZ):
```
14
Properties=species:S:1:pos:R:3:mulliken_charge:R:1
C 1.21 0.09 0.49 -0.56
C 0.54 1.27 -0.19 -0.59
C -0.79 0.66 -0.49 -0.26
O -1.37 0.02 0.73 -0.43
C -0.63 -0.93 -0.22 -0.37
C 0.82 -1.12 -0.25 -0.44
H 1.11 -0.04 1.58 0.26
H 2.34 0.34 0.31 0.27
H 0.89 1.54 -1.22 0.22
H 0.48 2.19 0.38 0.36
H -1.57 0.90 -1.22 0.45
H -1.11 -1.68 -0.74 0.50
H 0.83 -1.99 0.30 0.31
H 1.19 -1.21 -1.28 0.28
```

Summary:
HOMO level   -9.25 eV
ΔE to the lowest compared entry with this formula, charge and spin   301.6 kJ/mol
SMILES   C1C[C@@H]2O[C@@H]2C1
Charge   0
HOMO-LUMO gap   0.379 Ha


Molecular formula: C53H63NO4Pt
Method: DFT, ωB97M-V/def2-TZVPD

Structure (XYZ):
```
122
Properties=species:S:1:pos:R:3:mulliken_charge:R:1
Pt -0.74 0.04 0.81 1.97
C -3.65 3.12 1.85 -1.13
O -2.87 2.24 1.05 -0.23
C -1.68 2.74 0.58 0.03
C -0.59 3.01 1.41 0.61
C -0.57 2.59 2.85 -1.68
C 0.10 1.26 3.09 1.03
C 1.43 1.24 3.51 -0.62
C 2.09 0.05 3.80 -0.02
C 1.42 -1.15 3.57 -0.86
C 0.11 -1.19 3.13 0.93
C -0.57 -2.52 2.89 -1.95
C -0.54 -2.94 1.44 0.45
C 0.61 -3.48 0.88 -0.19
C 0.69 -3.78 -0.47 0.04
C -0.40 -3.47 -1.28 -0.50
C -1.57 -2.93 -0.76 0.49
C -2.78 -2.66 -1.62 -1.80
C -3.19 -1.26 -2.04 -0.22
C -4.30 -1.24 -2.87 -0.28
C -4.87 -0.06 -3.33 0.10
C -4.29 1.12 -2.89 -0.58
C -3.19 1.17 -2.06 -0.20
C -2.78 2.58 -1.66 -1.67
C -1.59 2.89 -0.80 0.12
C -0.42 3.43 -1.33 -0.14
C 0.64 3.82 -0.53 -0.21
C 0.54 3.58 0.84 -0.24
C 1.89 4.50 -1.08 2.32
C 1.86 4.65 -2.60 -2.31
C 3.14 3.69 -0.70 -1.71
C 2.00 5.91 -0.46 -1.85
C -2.59 -0.04 -1.65 0.86
O -1.38 -0.04 -1.10 -0.96
C -6.07 -0.02 -4.27 2.17
C -5.70 0.72 -5.56 -1.67
C -6.56 -1.42 -4.65 -2.12
C -7.23 0.71 -3.58 -1.67
C -1.64 -2.73 0.62 -0.18
O -2.83 -2.27 1.14 -0.26
C -3.63 -3.29 1.70 -1.09
C 1.89 -4.50 -1.08 2.26
C 3.04 -4.66 -0.08 -2.10
C 2.41 -3.75 -2.32 -1.74
C 1.45 -5.91 -1.52 -1.80
C -0.61 0.03 2.95 -0.29
O -1.89 0.02 2.60 -0.85
C 3.48 0.03 4.43 2.16
C 4.17 1.39 4.39 -1.96
C 3.31 -0.39 5.90 -1.89
C 4.39 -0.99 3.73 -1.59
H -3.45 4.16 1.61 0.39
H -4.70 2.89 1.64 0.28
H -3.48 2.95 2.92 0.28
H -0.02 3.34 3.43 0.80
H -1.58 2.53 3.26 -0.05
H 1.93 2.18 3.64 0.41
H 1.92 -2.09 3.76 0.41
H -0.05 -3.27 3.48 0.77
H -1.60 -2.45 3.24 0.40
H 1.45 -3.67 1.53 0.36
H -0.37 -3.67 -2.34 0.50
H -2.70 -3.26 -2.52 0.77
H -3.64 -3.05 -1.07 0.35
H -4.72 -2.19 -3.17 0.55
H -4.72 2.07 -3.21 0.47
H -2.70 3.17 -2.58 0.79
H -3.65 2.99 -1.13 0.32
H -0.37 3.56 -2.40 0.61
H 1.37 3.82 1.49 0.30
H 1.82 3.68 -3.09 0.42
H 1.01 5.24 -2.93 0.47
H 2.77 5.15 -2.93 0.44
H 3.05 2.65 -1.03 0.23
H 4.03 4.12 -1.16 0.47
H 3.29 3.69 0.38 0.29
H 1.13 6.51 -0.73 0.42
H 2.05 5.86 0.63 0.31
H 2.90 6.41 -0.82 0.46
H -4.89 0.22 -6.07 0.37
H -6.56 0.77 -6.23 0.46
H -5.38 1.74 -5.35 0.32
H -5.77 -1.99 -5.15 0.39
H -6.89 -1.98 -3.78 0.40
H -7.40 -1.34 -5.34 0.43
H -6.97 1.74 -3.35 0.32
H -8.12 0.72 -4.22 0.46
H -7.49 0.22 -2.64 0.36
H -3.88 -4.06 0.96 0.30
H -3.11 -3.79 2.54 0.33
H -4.54 -2.82 2.06 0.32
H 3.40 -3.70 0.29 0.29
H 2.74 -5.26 0.78 0.41
H 3.88 -5.17 -0.56 0.46
H 2.66 -2.71 -2.08 0.39
H 3.30 -4.24 -2.71 0.52
H 1.67 -3.73 -3.11 0.33
H 1.08 -6.48 -0.67 0.39
H 0.65 -5.86 -2.26 0.34
H 2.29 -6.45 -1.96 0.46
H 3.62 2.14 4.96 0.39
H 5.17 1.31 4.83 0.45
H 4.29 1.75 3.37 0.27
H 2.67 0.32 6.43 0.39
H 2.86 -1.37 5.98 0.34
H 4.28 -0.41 6.40 0.47
H 4.50 -0.76 2.66 0.22
H 5.39 -0.96 4.18 0.51
H 4.02 -2.01 3.83 0.35
N 1.13 0.22 0.05 -0.99
C 2.27 0.16 0.04 -0.19
C 3.69 0.10 -0.01 0.55
C 4.33 -0.94 -0.69 -0.32
C 5.71 -0.97 -0.73 -0.72
C 6.45 0.02 -0.10 -0.69
C 5.81 1.05 0.58 -1.15
C 4.43 1.10 0.63 0.57
H 3.74 -1.70 -1.17 0.52
H 6.21 -1.77 -1.25 0.47
H 7.53 0.00 -0.14 0.41
H 6.39 1.82 1.07 0.48
H 3.92 1.89 1.16 0.46
```

Summary:
HOMO level   -6.79 eV
Charge   0
HOMO-LUMO gap   0.235 Ha


Molecular formula: C4H13N
Method: DFT, ωB97M-V/def2-TZVPD

Structure (XYZ):
```
18
Properties=species:S:1:pos:R:3:mulliken_charge:R:1
C 2.40 -0.68 -0.56 -0.98
C 2.69 0.62 0.17 -1.45
H 2.04 -0.55 -1.59 0.34
H 1.65 -1.35 -0.14 0.10
H 3.25 -1.35 -0.71 0.52
H 2.09 1.43 -0.23 0.32
H 2.53 0.49 1.24 0.45
H 3.75 0.87 0.10 0.49
C -2.50 -0.07 -0.87 -2.26
N -1.40 0.42 -0.05 0.87
C -1.23 -0.22 1.23 -3.31
H -2.29 -1.10 -1.13 0.37
H -3.46 -0.02 -0.33 0.58
H -2.52 0.55 -1.77 0.52
H -1.48 1.41 0.12 0.36
H -2.12 -0.15 1.88 0.97
H -0.40 0.21 1.80 0.28
H -0.91 -1.27 1.19 0.82
```

Summary:
Expectation value of S²   0.750
HOMO level (alpha / beta)   1.51 / -4.83 eV
Multiplicity   2
ΔE to the lowest compared entry with this formula, charge and spin   40.2 kJ/mol
Charge   -1
HOMO-LUMO gap (alpha / beta)   0.100 / 0.330 Ha


Molecular formula: C5H14
Method: DFT, ωB97M-V/def2-TZVPD

Structure (XYZ):
```
19
Properties=species:S:1:pos:R:3:mulliken_charge:R:1
C -0.61 2.03 -1.36 -1.15
C -0.43 2.05 0.24 -0.30
C 0.97 1.42 0.73 -1.29
H 0.12 2.77 -1.78 0.32
H -0.28 1.13 -1.76 0.34
H -1.63 2.20 -1.68 0.33
H -1.27 1.51 0.75 0.26
H -0.39 3.05 0.56 0.37
H 1.10 0.50 1.19 0.41
H 1.45 2.03 1.50 0.36
H 1.70 1.46 -0.04 0.37
C 0.28 -3.23 0.02 -0.83
C -0.43 -1.83 0.23 -0.42
H -0.54 -3.82 0.37 0.28
H 0.87 -3.52 -0.95 0.28
H 1.18 -3.14 0.70 0.23
H 0.19 -0.97 0.24 -0.11
H -1.47 -1.65 -0.28 0.28
H -0.80 -2.00 1.31 0.28
```

Summary:
HOMO level   -11.10 eV
ΔE to the lowest compared entry with this formula, charge and spin   167.1 kJ/mol
SMILES   CCC.CC
Charge   0
HOMO-LUMO gap   0.448 Ha